1.
Density functional theory data (ωB97M-V with the def2-TZVPD basis set) for C6H11N in the gas phase in a non-equilibrium geometry.

Its SMILES is C=C/C(N)=C/CC. Its energy above the lowest of the compared OMol25 structures with the same formula, charge and spin is 33.2 kcal per mole.

Last columns: bonded neighbours and bond lengths (Å).
Positions of all 18 atoms, in Å:
1 C -2.843 1.430 0.015  C2 1.323, H8 1.082, H9 1.081
2 C -1.873 0.778 0.633  C1 1.323, C3 1.497, H10 1.089
3 C -0.856 -0.173 0.081  C2 1.497, N4 1.368, C5 1.334
4 N -1.246 -1.474 -0.074  C3 1.368, H11 1.004, H12 1.001
5 C 0.362 0.311 -0.166  C3 1.334, C6 1.497, H13 1.085
6 C 1.544 -0.522 -0.554  C5 1.497, C7 1.541, H14 1.094, H15 1.096
7 C 2.864 -0.119 0.132  C6 1.541, H16 1.081, H17 1.090, H18 1.088
8 H -3.418 2.180 0.544  C1 1.082
9 H -3.206 1.117 -0.953  C1 1.081
10 H -1.619 1.015 1.665  C2 1.089
11 H -0.601 -2.143 -0.455  N4 1.004
12 H -2.211 -1.742 -0.106  N4 1.001
13 H 0.570 1.310 0.203  C5 1.085
14 H 1.349 -1.576 -0.336  C6 1.094
15 H 1.720 -0.471 -1.635  C6 1.096
16 H 3.740 -0.307 -0.472  C7 1.081
17 H 2.835 0.948 0.353  C7 1.090
18 H 2.888 -0.561 1.126  C7 1.088

2.
Density functional theory data (ωB97M-V with the def2-TZVPD basis set) for C6H11N in the gas phase in a non-equilibrium geometry.

Its SMILES is C=C/C(=C\N)CC. Its energy above the lowest of the compared OMol25 structures with the same formula, charge and spin is 32.3 kcal per mole.

Last columns: bonded neighbours and bond lengths (Å).
Positions of all 18 atoms, in Å:
1 C -0.550 -1.696 -1.255  C2 1.328, H8 1.084, H9 1.090
2 C -0.191 -1.143 -0.102  C1 1.328, C3 1.476, H10 1.088
3 C 0.373 0.213 0.042  C2 1.476, C4 1.344, C6 1.521
4 C 1.466 0.594 -0.641  C3 1.344, N5 1.404, H11 1.084
5 N 2.148 -0.092 -1.659  C4 1.404, H12 1.012, H13 1.012
6 C -0.255 1.189 1.024  C3 1.521, C7 1.535, H14 1.093, H15 1.087
7 C -1.617 0.747 1.578  C6 1.535, H16 1.087, H17 1.087, H18 1.088
8 H -0.879 -2.721 -1.383  C1 1.084
9 H -0.716 -1.105 -2.157  C1 1.090
10 H -0.319 -1.715 0.814  C2 1.088
11 H 1.707 1.644 -0.517  C4 1.084
12 H 3.107 -0.298 -1.409  N5 1.012
13 H 1.698 -0.969 -1.888  N5 1.012
14 H 0.380 1.336 1.902  C6 1.093
15 H -0.434 2.109 0.473  C6 1.087
16 H -1.552 -0.233 2.043  C7 1.087
17 H -2.367 0.723 0.791  C7 1.087
18 H -2.000 1.418 2.344  C7 1.088

Sequential HOMO-LUMO gap output: 8.79, 9.20 eV